1.
{"formula": "C2H4ClI", "method": "ωB97M-V/def2-TZVPD", "species": ["C", "C", "Cl", "I", "H", "H", "H", "H"], "coordinates": [[0.607, -1.175, -1.428], [0.537, -0.165, -0.612], [-0.724, 0.164, 0.562], [-1.817, 2.689, 2.414], [1.549, -1.251, -2.037], [-0.115, -1.970, -1.740], [-1.522, 1.304, 3.126], [1.484, 0.404, -0.284]], "molar_mass_g_mol": 190.411, "de_lowest_kj_mol": 116.0, "homo_lumo_gap_ev": 10.3, "smiles": "C=CCl.I", "lumo_energy_ev": 0.72, "total_energy_ha": -836.4340}

---

2.
{"formula": "C23H33N5O4PRuS", "method": "ωB97M-V/def2-TZVPD", "species": ["Ru", "C", "C", "N", "N", "C", "N", "S", "C", "C", "C", "C", "C", "N", "H", "H", "H", "H", "H", "H", "H", "H", "H", "H", "C", "C", "O", "C", "C", "C", "C", "C", "C", "H", "H", "H", "H", "H", "H", "H", "H", "C", "C", "O", "P", "O", "C", "C", "O", "C", "C", "H", "H", "H", "H", "H", "H", "H", "H", "H", "H", "H", "H", "H", "H", "H", "N", "C"], "coordinates": [[-1.403, 0.379, -0.144], [-2.621, -2.802, -2.950], [-2.220, -1.562, -2.233], [-1.845, -1.496, -1.004], [-2.161, -2.516, -0.111], [-2.911, -2.107, 0.942], [-3.467, -3.019, 1.720], [-3.158, -0.439, 1.225], [-2.428, -0.233, -2.851], [-2.752, -0.058, -4.181], [-3.174, 1.197, -4.614], [-3.271, 2.221, -3.694], [-2.913, 1.975, -2.372], [-2.499, 0.785, -1.955], [-2.294, -3.713, -2.455], [-2.182, -2.805, -3.947], [-3.707, -2.830, -3.074], [-2.182, -3.475, -0.435], [-3.436, -4.008, 1.521], [-4.036, -2.724, 2.500], [-2.697, -0.882, -4.878], [-3.437, 1.355, -5.651], [-3.619, 3.204, -3.979], [-2.969, 2.760, -1.630], [1.818, 0.486, -3.239], [1.318, 0.948, -1.913], [0.136, 0.728, -1.614], [2.223, 1.711, -1.036], [1.737, 2.857, -0.405], [2.586, 3.639, 0.360], [3.912, 3.258, 0.536], [4.397, 2.113, -0.084], [3.565, 1.356, -0.892], [1.060, -0.092, -3.761], [2.730, -0.104, -3.127], [2.100, 1.358, -3.834], [0.719, 3.171, -0.588], [2.234, 4.570, 0.787], [4.578, 3.870, 1.128], [5.434, 1.830, 0.038], [3.962, 0.485, -1.396], [3.140, -2.428, 0.708], [1.807, -1.923, 0.226], [1.522, -0.648, 0.904], [0.085, -0.248, 1.373], [0.771, 1.085, 2.369], [0.089, 1.756, 3.183], [0.710, 2.856, 3.918], [-0.344, -1.242, 2.500], [0.527, -1.726, 3.597], [0.399, -3.221, 3.696], [3.372, -3.369, 0.207], [3.131, -2.610, 1.782], [3.929, -1.714, 0.480], [0.999, -2.625, 0.446], [1.809, -1.707, -0.842], [-0.906, 1.383, 3.453], [-1.045, 3.907, 1.841], [1.283, 2.373, 4.725], [-0.023, 3.507, 4.392], [1.428, 3.399, 3.303], [0.166, -1.229, 4.496], [1.550, -1.413, 3.387], [-0.639, -3.513, 3.848], [0.973, -3.571, 4.554], [0.789, -3.715, 2.807], [-1.275, 3.120, 1.261], [-1.373, 2.123, 0.676]], "molar_mass_g_mol": 607.659, "charge": 3, "homo_lumo_gap_ev": 7.5, "lumo_energy_ev": -9.45, "total_energy_ha": -2304.5738}

---

3.
{"formula": "C9H18BrCaN6O5", "method": "ωB97M-V/def2-TZVPD", "species": ["Ca", "Br", "C", "O", "N", "N", "H", "H", "H", "H", "C", "O", "N", "N", "H", "H", "H", "H", "C", "O", "N", "N", "H", "H", "H", "H", "C", "C", "C", "C", "C", "C", "O", "O", "H", "H", "H", "H", "H", "H"], "coordinates": [[-13.538, -0.873, -7.678], [-14.123, -3.000, -9.658], [-17.013, -6.099, -9.513], [-17.946, -6.917, -9.441], [-17.125, -4.845, -9.158], [-15.782, -6.401, -9.729], [-18.019, -4.385, -9.063], [-16.265, -4.316, -9.144], [-15.606, -7.380, -9.902], [-15.091, -5.667, -9.657], [-11.497, -6.093, -8.708], [-10.676, -6.904, -8.260], [-12.103, -5.302, -7.928], [-12.016, -6.013, -9.894], [-11.940, -5.279, -6.932], [-12.799, -4.642, -8.245], [-12.115, -6.798, -10.521], [-12.621, -5.214, -10.017], [-17.141, -1.928, -12.053], [-17.995, -1.609, -12.851], [-16.889, -3.084, -11.755], [-16.533, -0.997, -11.375], [-17.511, -3.760, -12.177], [-16.183, -3.308, -11.069], [-16.749, -0.025, -11.545], [-15.922, -1.193, -10.595], [-12.258, -1.122, -12.329], [-13.188, -0.542, -13.216], [-12.899, -0.114, -14.533], [-11.554, -0.261, -14.956], [-10.625, -0.776, -14.038], [-10.986, -1.199, -12.787], [-10.030, -1.848, -12.011], [-13.918, 0.381, -15.383], [-12.666, -1.499, -11.403], [-14.187, -0.440, -12.817], [-11.252, -0.193, -15.990], [-9.645, -0.979, -14.444], [-9.626, -1.207, -11.421], [-13.406, 0.420, -16.194]], "molar_mass_g_mol": 410.262, "charge": 1, "homo_lumo_gap_ev": 3.2, "lumo_energy_ev": -7.79, "total_energy_ha": -4309.8511}

---

4.
{"formula": "C15H23Br30O2PS", "method": "ωB97M-V/def2-TZVPD", "species": ["C", "C", "C", "O", "P", "S", "C", "C", "O", "H", "H", "H", "H", "H", "H", "H", "H", "H", "H", "H", "H", "H", "C", "Br", "Br", "Br", "H", "C", "Br", "Br", "Br", "H", "C", "Br", "Br", "Br", "H", "C", "Br", "Br", "Br", "H", "C", "Br", "Br", "Br", "H", "C", "Br", "Br", "Br", "H", "C", "Br", "Br", "Br", "H", "C", "Br", "Br", "Br", "H", "C", "Br", "Br", "Br", "H", "C", "Br", "Br", "Br", "H"], "coordinates": [[1.494, 2.200, -1.418], [1.555, 2.900, -2.795], [0.364, 2.452, -3.664], [-0.709, 3.375, -3.777], [-1.736, 3.474, -2.423], [-3.079, 3.910, -0.690], [-2.478, 1.801, -2.707], [-1.928, 0.761, -1.745], [-2.178, 0.698, -0.561], [2.116, 1.315, -1.388], [1.807, 2.884, -0.630], [0.468, 1.930, -1.177], [1.578, 3.978, -2.691], [2.454, 2.554, -3.300], [0.017, 1.491, -3.271], [0.706, 2.254, -4.679], [-0.671, 3.744, -1.560], [-2.354, 4.561, -3.041], [-2.390, 3.302, 0.280], [-3.542, 1.891, -2.513], [-2.268, 1.468, -3.718], [-1.247, 0.021, -2.201], [-0.125, -0.364, 1.749], [0.168, 1.479, 2.223], [1.172, -0.981, 0.469], [-0.166, -1.508, 3.294], [-1.095, -0.418, 1.275], [2.721, -4.759, 0.453], [3.523, -3.805, 1.919], [0.824, -4.946, 0.689], [3.149, -3.953, -1.245], [3.146, -5.751, 0.449], [-0.771, -6.104, 4.646], [0.695, -4.876, 4.813], [-1.969, -5.605, 3.219], [-0.169, -7.920, 4.452], [-1.341, -6.048, 5.562], [3.526, -7.250, 7.029], [4.333, -5.668, 7.769], [1.751, -7.527, 7.726], [3.562, -7.222, 5.104], [4.123, -8.092, 7.344], [1.874, 7.513, -4.008], [0.501, 6.212, -3.660], [1.141, 9.260, -4.348], [3.189, 7.554, -2.604], [2.382, 7.200, -4.910], [-3.340, -3.877, 7.452], [-2.121, -2.685, 6.564], [-3.981, -5.247, 6.261], [-2.564, -4.627, 9.045], [-4.196, -3.292, 7.753], [5.444, 6.429, -6.609], [4.066, 5.132, -6.241], [4.698, 8.168, -6.952], [6.759, 6.477, -5.210], [5.944, 6.109, -7.510], [-5.629, 0.092, 7.326], [-4.514, 1.642, 7.109], [-5.625, -1.005, 5.745], [-5.142, -0.908, 8.900], [-6.640, 0.439, 7.473], [0.603, 5.322, -7.917], [1.075, 5.336, -9.783], [-0.317, 6.931, -7.405], [-0.397, 3.750, -7.440], [1.526, 5.291, -7.360], [-1.936, -7.673, -0.117], [-3.824, -8.043, -0.105], [-0.926, -9.114, 0.653], [-1.309, -7.226, -1.880], [-1.777, -6.807, 0.510]], "molar_mass_g_mol": 2695.508, "homo_lumo_gap_ev": 8.4, "lumo_energy_ev": -0.38, "total_energy_ha": -78695.6443}